Arrangement A

A single C3H2N2O2 molecule, computed with ωB97M-V with the def2-TZVPD basis set.

Geometry (Å):
O 2.293 1.848 -1.138
C 1.426 1.112 -0.866
C 0.356 0.330 -0.733
N 0.404 -1.054 -0.470
C -0.539 -1.216 0.370
N -1.305 -0.058 0.679
O -0.851 0.876 -0.298
H -0.773 -2.152 0.867
H -1.012 0.315 1.590

Summary:
- LUMO energy (eV) = 0.21
- SMILES = O=C=C1N=CNO1



Arrangement B

A single C3H2N2O2 molecule, computed with ωB97M-V with the def2-TZVPD basis set.

Geometry (Å):
H 1.000 1.007 1.234
N 0.553 0.146 1.528
C -0.081 -0.446 0.639
C -0.563 -1.888 0.840
N -1.624 -1.558 1.226
O -0.552 -0.071 -0.624
C 0.237 0.736 -1.394
O 1.276 1.232 -1.072
H -0.247 0.842 -2.378

Summary:
- LUMO energy (eV) = -0.60
- SMILES = [H]/N=C(/C#N)OC=O



Arrangement C

A single C3H2N2O2 molecule, computed with ωB97M-V with the def2-TZVPD basis set.

Geometry (Å):
H -0.960 2.503 0.800
N -0.024 2.184 0.544
C 0.075 0.982 0.182
C 1.294 0.304 -0.235
N 1.713 -0.708 -0.613
O -0.882 -0.031 -0.018
C -0.453 -1.397 -0.189
O -0.810 -1.981 -1.154
H 0.046 -1.856 0.684

Summary:
- LUMO energy (eV) = -0.11
- SMILES = [H]/N=C(/C#N)OC=O



Arrangement D

A single C3H2N2O2 molecule, computed with ωB97M-V with the def2-TZVPD basis set.

Geometry (Å):
O 0.469 2.405 0.927
C 0.355 1.146 0.647
N 1.390 0.419 -0.066
C 0.855 -0.584 -0.702
O -0.360 -1.224 -0.727
C -1.173 -0.560 0.169
N -0.809 0.402 0.961
H 1.545 -1.195 -1.165
H -2.272 -0.809 -0.044

Summary:
- LUMO energy (eV) = -0.29
- SMILES = O=c1ncocn1



Bottom line: arrangement D, by a margin of 0.0125 hartree.